{"formula": "C35H32IN10NaO4", "method": "ωB97M-V/def2-TZVPD", "symbols": ["Na", "C", "C", "N", "C", "C", "C", "C", "C", "C", "C", "N", "C", "C", "C", "C", "C", "C", "C", "C", "N", "C", "H", "H", "H", "H", "H", "H", "H", "H", "H", "H", "H", "H", "C", "N", "C", "C", "N", "N", "C", "N", "N", "H", "H", "H", "H", "H", "H", "H", "H", "H", "H", "H", "O", "N", "N", "O", "C", "C", "C", "C", "C", "C", "H", "H", "H", "H", "H", "I", "C", "C", "C", "C", "C", "C", "C", "O", "O", "H", "H", "H", "H"], "positions_angstrom": [[-0.34878, 1.24147, -0.24834], [-4.80610, -0.84499, -0.97563], [-3.78235, 0.10123, -1.17674], [-2.56766, -0.22588, -1.53036], [-2.27129, -1.52883, -1.73471], [-3.24121, -2.54935, -1.64008], [-4.53136, -2.16088, -1.21528], [-2.91784, -3.88949, -1.98642], [-1.65381, -4.14651, -2.45166], [-0.66066, -3.16619, -2.53891], [-0.88396, -1.84521, -2.10106], [0.01389, -0.89634, -1.91929], [1.22181, -0.86973, -2.52234], [1.47375, -1.20802, -3.84644], [2.70094, -0.91184, -4.46353], [3.71901, -0.29430, -3.79221], [3.53601, 0.01828, -2.41938], [4.52078, 0.67937, -1.64849], [4.28991, 0.94690, -0.33362], [3.07683, 0.50356, 0.23862], [2.14827, -0.11229, -0.43986], [2.33175, -0.31220, -1.77182], [-5.78700, -0.52347, -0.64492], [-3.96698, 1.15826, -1.02279], [-5.29771, -2.92121, -1.09813], [-3.66952, -4.66411, -1.90863], [-1.39862, -5.16115, -2.74754], [0.33166, -3.43669, -2.87657], [0.66736, -1.63404, -4.43002], [2.82495, -1.15495, -5.51474], [4.64870, -0.03236, -4.28246], [5.44704, 0.98391, -2.12645], [5.00438, 1.48614, 0.27475], [2.87136, 0.69069, 1.28663], [-1.41481, -3.94910, 3.01134], [-1.13134, -3.39447, 1.70147], [-0.00840, -4.05030, 1.06467], [-1.13580, -1.98915, 1.59472], [-0.26023, -1.23370, 1.10899], [-2.33735, -1.47011, 2.11333], [-2.70795, -0.12435, 2.11523], [-3.91146, 0.03039, 2.82935], [-2.05910, 0.77477, 1.51962], [-1.69280, -4.99940, 2.90685], [-2.23788, -3.41966, 3.48996], [-0.54714, -3.88349, 3.68508], [-0.17696, -5.12818, 1.08926], [0.94370, -3.83559, 1.57454], [0.06579, -3.74402, 0.02451], [0.59415, -1.66447, 0.78761], [-3.12077, -2.10332, 2.03169], [-3.89780, -0.47526, 3.70747], [-4.13077, 1.00650, 2.98024], [-2.43806, 1.70161, 1.68351], [-1.54544, 3.07670, -0.74798], [-0.95340, 3.86971, -1.51917], [0.21623, 3.47419, -1.91188], [0.80457, 2.36953, -1.56034], [0.92665, 4.36509, -2.75572], [0.33531, 5.50162, -3.30120], [1.08189, 6.31927, -4.13074], [2.40577, 6.01439, -4.43101], [2.97590, 4.87365, -3.88686], [2.24494, 4.04240, -3.05028], [-0.69243, 5.72882, -3.06537], [0.61823, 7.20381, -4.55111], [2.98026, 6.65800, -5.08498], [4.00292, 4.61670, -4.11440], [2.65350, 3.14018, -2.62139], [-0.61668, -2.74343, 6.79022], [0.11600, -0.99914, 5.89123], [0.87597, -0.11516, 6.64386], [1.35708, 1.03515, 6.03331], [1.08036, 1.31307, 4.70023], [0.31758, 0.40497, 3.97222], [-0.16705, -0.75818, 4.55646], [1.59814, 2.59560, 4.01371], [2.38393, 3.29322, 4.68501], [1.15510, 2.76161, 2.86827], [1.08867, -0.32544, 7.68408], [1.96078, 1.75408, 6.57368], [0.11018, 0.62288, 2.93243], [-0.75355, -1.46176, 3.97668]], "lowdin_charge": [0.2644, -0.0866, -0.1650, 0.1459, -0.1522, -0.1886, -0.0543, -0.1080, -0.1438, -0.0742, -0.2589, 0.1125, -0.2310, -0.0460, -0.1194, -0.0903, -0.1807, -0.0446, -0.0598, -0.1221, 0.1241, -0.1579, 0.0873, 0.0986, 0.0999, 0.0804, 0.0878, 0.0902, 0.0995, 0.0874, 0.0874, 0.1032, 0.0962, 0.1086, -0.1072, -0.1628, -0.0744, -0.4574, 0.2199, 0.1087, -0.5198, 0.1156, 0.1760, 0.0807, 0.0671, 0.0567, 0.0829, 0.0934, 0.0730, 0.0479, 0.1342, 0.0806, 0.0844, 0.0780, -0.1666, -0.0512, -0.2465, -0.1551, -0.1624, -0.0340, -0.1166, -0.1313, -0.0980, -0.0029, 0.0953, 0.0877, 0.0825, 0.0929, 0.1025, 0.7769, -0.7378, -0.1784, -0.0381, -0.1188, -0.0160, -0.1515, -0.7085, -0.0683, -0.0380, 0.0754, 0.1059, 0.0824, 0.0509], "total_charge": -2, "de_lowest_kcal_mol": 42.64, "orbital_gap_ev": 4.8}

---

{"formula": "C4H6OS", "method": "ωB97M-V/def2-TZVPD", "symbols": ["C", "C", "C", "C", "O", "S", "H", "H", "H", "H", "H", "H"], "positions_angstrom": [[0.48555, 1.39117, -0.63553], [0.20067, 0.97158, 0.73725], [0.91709, 0.23281, -1.28349], [0.41018, -0.46631, 0.65986], [0.88363, -0.77242, -0.49541], [-0.25686, -1.55146, 1.78065], [0.18342, 2.40325, -1.01845], [-0.17516, 1.61851, 1.47375], [-1.77657, -1.94662, -0.85757], [1.28136, -0.04960, -2.26200], [-1.40374, -1.44377, -0.41557], [-0.74958, -0.38713, 2.31652]], "nbo_charge": [-0.3117, -0.3441, 0.0627, 0.0849, -0.3865, 0.0825, 0.2380, 0.2247, 0.0080, 0.2062, -0.0189, 0.1542], "smiles": "Sc1ccco1.[H][H]", "de_lowest_kcal_mol": 76.15, "orbital_gap_ev": 8.6}

---

{"formula": "C5H16N2S", "method": "ωB97M-V/def2-TZVPD", "symbols": ["C", "C", "C", "S", "H", "H", "H", "H", "H", "H", "H", "C", "N", "C", "N", "H", "H", "H", "H", "H", "H", "H", "H", "H"], "positions_angstrom": [[-1.23584, -0.96877, 3.07355], [-0.31972, 0.15824, 2.63264], [-1.12853, 1.29254, 2.05967], [-1.79419, 0.75972, 0.27402], [-2.04823, -0.55594, 3.70022], [-0.69813, -1.78823, 3.57033], [-1.68849, -1.48170, 2.17096], [0.29035, 0.52207, 3.46281], [0.37923, -0.22806, 1.88781], [-0.53094, 2.20372, 1.87607], [-2.02879, 1.54840, 2.63999], [1.41512, 0.17129, -1.55305], [2.72113, 0.76062, -2.04950], [0.75367, -0.57779, -2.68932], [-0.62607, -0.92079, -2.52648], [0.73069, 0.94843, -1.18037], [1.71862, -0.51222, -0.74855], [2.53457, 1.17853, -3.00765], [2.86628, 1.61475, -1.49931], [1.47438, -1.39925, -2.82571], [0.85156, 0.01570, -3.59935], [-1.38076, -0.26089, -2.59289], [-0.90950, -1.84005, -2.17607], [-1.34639, -0.64031, -0.89981]], "nbo_charge": [-0.6095, -0.4332, -0.4003, -0.3840, 0.2020, 0.2088, 0.2170, 0.2022, 0.2067, 0.2127, 0.2126, -0.2359, -0.8316, -0.2378, -0.8281, 0.1964, 0.1867, 0.3379, 0.3563, 0.2136, 0.1861, 0.4067, 0.3999, 0.2149], "de_lowest_kcal_mol": 72.32, "orbital_gap_ev": 8.2}

---

{"formula": "C51H60AsN4PSY", "method": "ωB97M-V/def2-TZVPD", "symbols": ["Y", "C", "C", "C", "C", "C", "C", "H", "H", "H", "H", "H", "H", "C", "C", "C", "C", "C", "C", "P", "C", "C", "C", "C", "C", "C", "C", "C", "C", "C", "C", "C", "H", "H", "H", "H", "H", "H", "H", "H", "H", "H", "H", "H", "H", "H", "H", "C", "C", "C", "C", "C", "C", "As", "C", "C", "C", "C", "C", "C", "C", "C", "C", "C", "C", "C", "H", "H", "H", "H", "H", "H", "H", "H", "H", "H", "H", "H", "H", "H", "H", "C", "C", "C", "C", "N", "C", "S", "N", "C", "C", "C", "C", "H", "H", "H", "H", "H", "H", "H", "H", "H", "H", "H", "H", "H", "H", "H", "H", "H", "H", "H", "H", "N", "N", "H", "H", "H", "H"], "positions_angstrom": [[-0.03922, -0.43290, 1.02037], [2.00057, -2.27594, 1.13430], [1.65624, -2.26199, 2.48168], [0.48192, -2.88216, 2.90139], [-0.36196, -3.49427, 1.97625], [-0.04971, -3.46702, 0.62346], [1.14204, -2.87539, 0.20338], [2.92868, -1.82094, 0.81159], [2.30134, -1.77906, 3.20385], [0.23392, -2.91806, 3.95485], [-1.25250, -4.00248, 2.31688], [-0.71089, -3.92709, -0.10195], [1.40396, -2.89806, -0.84765], [-4.04319, -5.29734, 3.10862], [-4.04657, -4.78671, 1.81292], [-3.69373, -3.46692, 1.58942], [-3.34083, -2.64704, 2.66460], [-3.34656, -3.15350, 3.95873], [-3.70210, -4.48125, 4.17635], [-2.75017, -0.97958, 2.27023], [-2.80311, -0.04216, 3.83010], [-1.77115, -0.27114, 4.74778], [-1.73273, 0.41290, 5.95162], [-2.71689, 1.35065, 6.24532], [-3.73300, 1.59661, 5.33493], [-3.78148, 0.90359, 4.12919], [-4.06400, -0.30041, 1.21706], [-3.72941, 0.36830, 0.04107], [-4.70919, 0.93205, -0.76526], [-6.04182, 0.81542, -0.39951], [-6.39037, 0.12308, 0.75691], [-5.41008, -0.43380, 1.56287], [-4.32052, -6.32811, 3.28369], [-4.33595, -5.41832, 0.98312], [-3.70329, -3.06669, 0.58155], [-3.09901, -2.51915, 4.80073], [-3.72302, -4.87265, 5.18471], [-0.99904, -1.00038, 4.52210], [-0.94144, 0.21584, 6.66300], [-2.69051, 1.88615, 7.18474], [-4.50062, 2.32382, 5.56347], [-4.58425, 1.10539, 3.43249], [-2.69478, 0.40803, -0.29027], [-4.42936, 1.44512, -1.67734], [-6.81392, 1.25141, -1.01918], [-7.43201, 0.01619, 1.02879], [-5.69128, -0.97852, 2.45663], [-3.06870, 2.70803, -3.99746], [-2.13212, 3.07215, -3.03690], [-1.35741, 2.09874, -2.42373], [-1.51946, 0.75832, -2.76787], [-2.45527, 0.39411, -3.72960], [-3.22557, 1.37352, -4.34597], [-0.36031, -0.55710, -1.94862], [-1.14376, -2.26102, -2.40475], [-2.43738, -2.55046, -1.96899], [-2.97447, -3.80954, -2.19854], [-2.21778, -4.78381, -2.83978], [-0.93007, -4.49425, -3.27036], [-0.39034, -3.23131, -3.05615], [1.24033, -0.46173, -3.03011], [1.14291, -0.08942, -4.36784], [2.28626, -0.03875, -5.15283], [3.52243, -0.36695, -4.61017], [3.61997, -0.74466, -3.27742], [2.48061, -0.78762, -2.48670], [-3.66853, 3.46711, -4.48140], [-2.00006, 4.11554, -2.78112], [-0.59689, 2.38566, -1.70389], [-2.57697, -0.64371, -4.01265], [-3.94401, 1.09124, -5.10416], [-3.03939, -1.78975, -1.48303], [-3.99007, -4.02612, -1.89148], [-2.63911, -5.76397, -3.01904], [-0.34919, -5.24675, -3.78692], [0.60484, -3.00184, -3.41935], [0.18246, 0.16638, -4.79770], [2.21122, 0.25205, -6.19209], [4.40825, -0.33560, -5.23041], [4.58147, -1.01988, -2.86188], [2.56591, -1.07015, -1.44183], [1.63838, 4.83459, 0.55863], [2.87399, 4.72780, -0.32863], [2.67823, 3.84790, -1.56029], [2.38778, 2.37865, -1.27220], [3.51315, 1.71856, -0.61085], [3.54859, 1.14222, 0.57781], [2.18696, 1.08719, 1.67019], [4.68725, 0.60554, 1.00233], [5.97544, 0.71036, 0.30327], [6.62629, 2.08434, 0.44261], [7.88577, 2.21586, -0.41127], [7.60384, 2.21626, -1.91081], [1.79980, 5.54984, 1.36401], [1.41611, 3.87592, 1.03947], [0.76942, 5.17012, -0.01468], [3.72392, 4.37234, 0.26234], [3.15101, 5.72563, -0.67055], [3.55436, 3.91032, -2.21208], [1.84293, 4.23073, -2.15528], [2.19071, 1.84574, -2.20430], [1.52097, 2.26101, -0.62538], [4.39013, 1.77139, -1.11394], [4.69572, 0.29353, 1.96091], [5.81851, 0.43603, -0.74326], [6.62448, -0.05645, 0.72329], [6.86089, 2.24890, 1.49632], [5.91694, 2.87101, 0.15830], [8.58612, 1.41526, -0.15864], [8.38223, 3.14742, -0.13896], [7.19546, 1.26498, -2.26140], [8.51935, 2.39018, -2.47338], [6.90325, 3.01336, -2.17687], [-0.85149, 1.83631, 0.87969], [-0.68614, 1.52228, 2.29026], [-0.38293, 2.71124, 0.65904], [-1.84564, 1.94066, 0.68279], [-1.54641, 1.68174, 2.81193], [0.04585, 2.11729, 2.67069]], "lowdin_charge": [1.1783, -0.1738, -0.1263, -0.0654, -0.0632, -0.0646, -0.1393, 0.1028, 0.1217, 0.1261, 0.1052, 0.1189, 0.0994, -0.0419, -0.0514, -0.1141, -0.3988, -0.0743, -0.0433, 1.0491, -0.4126, -0.1386, -0.0508, -0.0401, -0.0402, -0.0698, -0.3860, -0.1503, -0.0470, -0.0301, -0.0303, -0.0782, 0.1217, 0.1160, 0.0871, 0.1036, 0.1211, 0.0837, 0.1190, 0.1229, 0.1223, 0.1017, 0.0267, 0.0995, 0.1232, 0.1246, 0.1260, -0.0507, -0.0587, -0.1325, -0.4102, -0.0953, -0.0488, 1.2964, -0.4129, -0.1370, -0.0661, -0.0449, -0.0440, -0.0983, -0.4101, -0.0762, -0.0364, -0.0416, -0.0685, -0.1516, 0.1223, 0.1157, 0.0694, 0.1092, 0.1229, 0.0864, 0.1162, 0.1213, 0.1215, 0.1059, 0.1098, 0.1231, 0.1216, 0.1103, 0.0709, -0.0970, -0.2369, -0.1712, -0.1909, 0.0659, -0.7143, 0.6733, 0.0265, -0.1613, -0.1919, -0.2418, -0.0982, 0.0873, 0.0148, 0.0829, 0.1015, 0.1209, 0.1214, 0.1224, 0.1065, 0.0488, 0.1368, 0.1340, 0.1040, 0.1411, 0.1242, 0.1017, 0.1185, 0.1185, 0.0606, 0.0847, 0.0743, -0.0839, -0.1080, 0.0756, 0.0859, 0.0893, 0.0647], "total_charge": 3, "de_lowest_kcal_mol": 1.71, "orbital_gap_ev": 7.6}

---

{"formula": "C15H23Br27NO4P", "method": "ωB97M-V/def2-TZVPD", "symbols": ["C", "P", "C", "O", "C", "O", "O", "C", "C", "O", "C", "N", "H", "H", "H", "H", "H", "H", "H", "H", "H", "H", "H", "H", "H", "H", "C", "Br", "Br", "Br", "H", "C", "Br", "Br", "Br", "H", "C", "Br", "Br", "Br", "H", "C", "Br", "Br", "Br", "H", "C", "Br", "Br", "Br", "H", "C", "Br", "Br", "Br", "H", "C", "Br", "Br", "Br", "H", "C", "Br", "Br", "Br", "H", "C", "Br", "Br", "Br", "H"], "positions_angstrom": [[-1.64189, 2.67752, -3.92442], [-1.35471, 1.85449, -2.31811], [-1.64260, 0.13604, -2.86255], [0.35170, 1.89499, -2.30971], [0.97193, 1.13510, -1.38792], [1.58413, 0.13531, -1.65896], [0.80475, 1.62387, -0.15247], [1.88666, 1.38112, 0.76400], [1.42388, 1.78334, 2.17050], [2.47806, 2.46124, 2.86800], [1.05344, 0.58362, 3.02771], [-0.27047, 0.03803, 2.68187], [-2.64687, 3.10586, -3.83087], [-1.65374, 1.98680, -4.76769], [-0.92551, 3.47455, -4.13409], [-2.62807, 0.11041, -3.34453], [-1.65321, -0.53434, -1.99894], [-0.90554, -0.20478, -3.59986], [2.20066, 0.33535, 0.71551], [2.73610, 2.00914, 0.46636], [0.56539, 2.45921, 2.05538], [2.64315, 3.30583, 2.42977], [1.80843, -0.19724, 2.90955], [1.08770, 0.89731, 4.08125], [-0.25414, -0.93986, 2.95677], [-0.94107, 0.47172, 3.30953], [-1.00730, 5.01672, 3.99665], [-1.08805, 5.38052, 2.10963], [-2.20861, 6.12452, 4.99985], [-1.28035, 3.14889, 4.36361], [-0.00228, 5.23874, 4.32383], [-6.25194, 8.01236, 4.91617], [-7.80193, 6.87577, 4.89600], [-5.15475, 7.66733, 6.46351], [-5.25951, 7.88529, 3.27779], [-6.60105, 9.03108, 5.00047], [3.04557, 4.82575, 5.06764], [1.83574, 5.76565, 6.23820], [3.34100, 5.83228, 3.44922], [4.69207, 4.39241, 5.95016], [2.57550, 3.89299, 4.77943], [0.28899, -4.43760, 2.52260], [-1.03174, -5.83323, 2.53532], [0.19351, -3.36939, 4.12203], [2.05319, -5.14279, 2.24064], [0.06283, -3.78788, 1.68848], [2.13396, -1.43325, -4.67469], [0.96985, -2.96151, -4.75894], [3.95621, -1.90851, -5.06067], [1.51936, -0.01585, -5.82016], [2.09818, -1.05442, -3.66107], [-2.19153, 3.31503, -8.29574], [-3.27631, 4.19135, -6.97171], [-0.75863, 2.30604, -7.50078], [-3.25313, 2.22258, -9.46664], [-1.73926, 4.08905, -8.89850], [-2.20075, -7.31890, -0.93538], [-3.51139, -8.65643, -1.37347], [-0.41139, -7.97535, -1.16749], [-2.49098, -5.69230, -1.91938], [-2.32080, -7.08028, 0.11150], [0.38607, -11.93548, -2.53712], [1.99406, -11.04114, -1.97119], [-0.96227, -11.87973, -1.17070], [-0.26775, -11.22072, -4.19767], [0.63706, -12.97230, -2.70639], [4.85523, -2.42595, 1.18268], [6.63654, -1.72832, 0.99733], [4.01982, -1.80569, 2.80189], [3.76516, -2.02057, -0.34694], [4.93363, -3.50140, 1.25394]], "lowdin_charge": [-0.3146, 0.9138, -0.2752, -0.2195, -0.6521, 0.0836, 0.0159, -0.0817, -0.3465, -0.0705, -0.2542, 0.0284, 0.0230, -0.0162, 0.0455, 0.0485, 0.0397, 0.0249, 0.0861, 0.1462, 0.1086, 0.0388, 0.0379, 0.1081, -0.0181, 0.0228, -1.6466, 0.5892, 0.5545, 0.6402, -0.1207, -1.6433, 0.5752, 0.5481, 0.5654, -0.0317, -1.6308, 0.6165, 0.6090, 0.6050, -0.0499, -1.6164, 0.6065, 0.6129, 0.5794, -0.0209, -1.6451, 0.5735, 0.5774, 0.5535, -0.0647, -1.6352, 0.5876, 0.5734, 0.5810, -0.0304, -1.6551, 0.5688, 0.5452, 0.5681, -0.0835, -1.6441, 0.5559, 0.5493, 0.5693, -0.0315, -1.6369, 0.5873, 0.5954, 0.6162, -0.0397], "orbital_gap_ev": 8.5}

---

Question: Number 2 is which compound?
Answer: C4H6OS